[1]
Below is C7H9N5 in the gas phase, with properties calculated with wB97M-V/def2-TZVPD.

XYZ file:
```
21
Properties=species:S:1:pos:R:3:lowdin_charge:R:1
C -0.066 -0.665 0.345 0.0616
C 3.464 0.601 -0.823 -0.1156
C 5.714 -0.379 0.300 -0.1619
C 4.480 -1.039 0.668 0.0315
C -1.533 0.612 -1.144 -0.0610
C -1.737 0.686 1.409 -0.0381
C -1.448 -0.194 0.200 -0.3870
N 1.104 -0.484 0.479 0.0429
N 2.233 -0.519 0.976 0.0187
N 4.695 1.050 -1.041 -0.0564
N 5.753 0.753 -0.284 0.0031
N 3.376 -0.316 0.256 -0.1461
H 6.559 -0.678 0.893 0.0965
H 4.302 -1.937 1.134 0.0864
H -2.359 1.393 -1.124 0.1014
H -1.574 0.003 -2.057 0.0802
H -0.572 1.191 -1.190 0.0905
H -1.734 0.305 2.337 0.0501
H -2.707 0.933 1.172 0.0577
H -1.101 1.536 1.274 0.0973
H -2.175 -1.041 0.008 0.1479
```

Values from the calculation:
- orbital gap (alpha / beta) (eV) = 7.46 / 7.46
- highest occupied orbital energy (alpha / beta) (Ha) = -0.294 / -0.294
- net charge = 0
- relative energy (zero: lowest compared OMol25 entry of this formula, charge and spin) (kJ/mol) = 829.7

***

[2]
Below is 2 unconnected molecules or ions with the total composition C7H9N5O2S, with properties calculated with wB97M-V/def2-TZVPD.

XYZ file:
```
24
Properties=species:S:1:pos:R:3:lowdin_charge:R:1
C -1.266 1.742 -0.848 -0.2209
C 0.816 0.150 0.349 -0.1125
C 2.986 0.351 -0.234 -0.8229
C -3.398 0.680 -0.472 -0.1846
C 2.015 -1.945 -0.596 -0.0719
C -1.857 0.344 -0.655 -0.1230
C -1.274 -0.156 0.729 -0.4470
N -1.010 2.859 -0.934 0.1893
N 1.151 1.369 0.596 0.0090
N 2.377 1.550 0.207 -0.0123
N 1.918 -0.584 -0.166 -0.0945
N -1.371 -1.528 1.008 0.1102
O -4.195 0.447 -1.347 0.0960
O -1.582 0.583 1.785 0.0684
S 4.581 0.051 -0.530 0.5554
H -3.643 1.155 0.440 0.1146
H 2.178 -2.083 -1.727 0.1275
H 2.705 -2.563 -0.048 0.0846
H 1.068 -2.355 -0.511 0.0314
H -1.670 -0.193 -1.628 0.1709
H 3.075 2.264 0.428 0.1483
H -1.316 -1.553 2.063 0.1360
H -0.661 -2.141 0.582 0.0895
H -1.627 1.556 1.511 0.1587
```

Values from the calculation:
- orbital gap (eV) = 7.65
- highest occupied orbital energy (Ha) = -0.287
- net charge = 0
- relative energy (zero: lowest compared OMol25 entry of this formula, charge and spin) (kJ/mol) = 207.5

***

[3]
Below is C7H9N5OS in the gas phase, with properties calculated with wB97M-V/def2-TZVPD.

XYZ file:
```
23
Properties=species:S:1:pos:R:3:lowdin_charge:R:1
C -2.622 0.428 -0.845 0.0163
C -1.390 0.854 0.006 -0.2350
N -1.685 1.180 1.367 -0.0035
N -0.999 0.412 2.279 0.0249
N -0.220 -0.372 1.754 0.0147
C -0.204 -0.200 0.281 -0.3218
C -0.244 -1.577 -0.366 -0.5436
N -0.126 -2.673 0.447 0.1727
O -0.564 -1.711 -1.506 0.0971
C 1.174 0.249 -0.070 -0.5062
N 1.484 1.101 -0.967 0.0722
C 2.822 1.346 -0.935 -0.2241
C 3.544 0.596 -0.030 -0.4291
S 2.545 -0.450 0.844 1.0543
H -2.418 -0.621 -0.940 0.0627
H -2.627 0.964 -1.751 0.0735
H -3.453 0.582 -0.254 0.0464
H -0.820 1.690 -0.395 0.1213
H -2.604 1.527 1.627 0.1346
H 0.505 -2.391 1.284 0.1180
H 0.101 -3.440 -0.087 0.0736
H 3.208 2.137 -1.630 0.1218
H 4.593 0.370 -0.111 0.0594
```

Values from the calculation:
- orbital gap (eV) = 9.68
- SMILES string = C[C@H]1NN=N[C@]1(C(N)=O)c1nccs1
- highest occupied orbital energy (Ha) = -0.336
- net charge = 0
- relative energy (zero: lowest compared OMol25 entry of this formula, charge and spin) (kJ/mol) = 20.0